Below is a molecular structure, C31H26IPTi, with properties calculated with the ωB97M-V functional and the def2-TZVPD basis.

ORCA input file:
```
! wB97M-V def2-TZVPD RIJCOSX def2/J DEFGRID3
* xyz 2 1
Ti -1.0598 0.2215 -0.9175
C -2.4939 -4.1997 -3.3931
C -2.4763 -4.5292 -1.9251
C -3.0991 -5.6872 -1.4712
C -3.1006 -6.0349 -0.1285
C -2.4679 -5.2322 0.8104
C -1.8468 -4.0713 0.3906
C -1.8548 -3.7163 -0.9622
P -0.9773 -2.2257 -1.3955
C -1.9730 -1.1956 -2.5319
C -3.1547 -0.7624 -1.8664
C -3.8985 0.3127 -2.3255
C -3.4581 1.0096 -3.4486
C -2.3073 0.6048 -4.0991
C -1.5362 -0.4955 -3.6762
C -0.3745 -0.9148 -4.5358
C 0.6822 -2.4555 -1.9987
C 1.1811 -3.6337 -2.5431
C 2.4657 -3.6429 -3.0616
C 3.2303 -2.4814 -3.0334
C 2.7387 -1.3162 -2.4602
C 1.4622 -1.2928 -1.9091
C 0.9162 -0.0785 -1.2252
H -2.7098 -5.0914 -3.9779
H -1.5363 -3.8048 -3.7392
H -3.2662 -3.4632 -3.6268
H -3.5850 -6.3352 -2.1896
H -3.5921 -6.9464 0.1844
H -2.4552 -5.5107 1.8548
H -1.3325 -3.4487 1.1144
H -3.4971 -1.3197 -0.9977
H -4.8085 0.5999 -1.8158
H -4.0189 1.8572 -3.8190
H -1.9890 1.1324 -4.9906
H -0.6094 -0.6999 -5.5773
H -0.1584 -1.9754 -4.4448
H 0.5370 -0.3699 -4.2861
H 0.5707 -4.5285 -2.5666
H 2.8702 -4.5486 -3.4916
H 4.2309 -2.4899 -3.4446
H 3.3621 -0.4318 -2.4168
H 1.4905 0.8258 -1.4396
H 0.9444 -0.2150 -0.1138
I -1.6817 -0.3949 1.7868
C -2.0200 1.6165 2.3058
C -2.3920 2.0732 3.5319
C -2.5750 3.4693 3.6835
C -2.3889 4.3334 2.6375
C -2.0016 3.8499 1.3650
C -1.7879 4.6781 0.2249
C -1.4113 4.1611 -0.9851
C -1.2220 2.7613 -1.1113
C -1.4224 1.9413 -0.0354
C -1.8141 2.4648 1.2105
H -2.5465 1.4102 4.3721
H -2.8687 3.8488 4.6524
H -2.5368 5.3962 2.7791
H -1.9273 5.7471 0.3286
H -1.2504 4.8111 -1.8336
H -0.8991 2.3665 -2.0880
*
```

## Properties
* energy above the lowest of the compared OMol25 structures with the same formula, charge and spin: 21.42 kJ/mol
* HOMO energy: -14.24 eV

***

Below is 2 unconnected molecules or ions with the total composition C5H7NO, with properties calculated with the ωB97M-V functional and the def2-TZVPD basis.

ORCA input file:
```
! wB97M-V def2-TZVPD RIJCOSX def2/J DEFGRID3
* xyz 0 1
O 1.8890 0.2497 -2.6959
C 2.1373 -0.7061 -1.9987
N 0.2552 -0.7103 -0.3241
C 0.0462 0.5303 -0.2001
C -0.9544 1.1896 0.7302
C -1.5776 0.2247 1.6358
C -2.0295 -0.6478 2.3320
H 1.8179 -1.7323 -2.2527
H -0.3482 -1.2522 0.3010
H 0.6350 1.2068 -0.8298
H 2.7331 -0.6179 -1.0709
H -0.4489 1.9827 1.2950
H -1.7149 1.6889 0.1158
H -2.4401 -1.4059 2.9625
*
```

## Properties
* energy above the lowest of the compared OMol25 structures with the same formula, charge and spin: 325.41 kJ/mol
* SMILES string: [H]/N=C\CC#C.C=O
* HOMO energy: -9.55 eV

***

Below is a molecular structure, C31H38OPTm at a distorted geometry, with properties calculated with the ωB97M-V functional and the def2-TZVPD basis.

ORCA input file:
```
! wB97M-V def2-TZVPD RIJCOSX def2/J DEFGRID3
* xyz 2 3
C 2.4996 0.4936 -2.3197
H 2.7699 -0.3366 -2.9825
H 2.2653 1.3555 -2.9649
H 1.5613 0.0385 -1.8409
C 3.6577 0.7974 -1.3641
H 3.4252 1.6164 -0.6602
H 3.8213 -0.0784 -0.7183
C 4.9969 1.1335 -2.0424
H 5.7599 1.3638 -1.2916
H 5.3591 0.2870 -2.6315
H 4.9085 1.9938 -2.7077
C -1.3134 2.5187 0.3608
C -0.0751 3.2252 0.5315
C 0.3950 3.6059 -0.7737
C -0.5195 3.0840 -1.7509
C -1.5839 2.4118 -1.0517
C -2.8164 1.8652 -1.6608
C -0.4346 3.2777 -3.2197
C 1.5797 4.4509 -1.0615
C 0.4771 3.6583 1.8342
C -2.1903 2.0503 1.4665
Tm 0.3567 1.2217 -0.6118
H -1.0798 2.5663 -3.7442
H -0.7448 4.2842 -3.5375
H 0.5891 3.1323 -3.5869
H -2.6693 1.6352 -2.7185
H -3.1303 0.9405 -1.1676
H -3.6533 2.5741 -1.5879
H -1.6065 1.8057 2.3624
H -2.9106 2.8365 1.7370
H -2.7541 1.1512 1.1933
H 1.5295 3.9416 1.7490
H -0.0794 4.5351 2.1948
H 0.3894 2.8789 2.6011
H 2.1743 4.0621 -1.9002
H 1.2906 5.4801 -1.3235
H 2.2283 4.5133 -0.1821
O -0.9328 -0.4490 -0.2719
P -0.7630 -1.7390 0.5692
C -0.1060 -2.9686 -0.5398
C -0.9327 -3.9928 -1.0402
C -0.4502 -4.8390 -2.0427
C 0.8172 -4.6234 -2.5891
C 1.6185 -3.5734 -2.1259
C 1.1787 -2.7840 -1.0678
C 0.2955 -1.3265 1.9488
C -0.1376 -1.5033 3.2775
C 0.6913 -1.1307 4.3422
C 1.9167 -0.5022 4.0809
C 2.3088 -0.2431 2.7673
C 1.5209 -0.6711 1.6951
C -2.3254 -2.3072 1.1844
C -3.5132 -1.6217 0.8893
C -4.7256 -2.1213 1.3679
C -4.7617 -3.2982 2.1213
C -3.5802 -3.9895 2.4121
C -2.3636 -3.4932 1.9479
H -1.9349 -4.1304 -0.6265
H -1.0794 -5.6617 -2.3905
H 1.1877 -5.2764 -3.3792
H 2.5932 -3.3650 -2.5741
H 1.8495 -2.0287 -0.6406
H -1.1172 -1.9458 3.4730
H 0.3703 -1.3254 5.3665
H 2.5687 -0.2321 4.9099
H 3.2456 0.2800 2.5486
H 1.9431 -0.5982 0.6743
H -3.4786 -0.7128 0.2786
H -5.6470 -1.5809 1.1426
H -5.7100 -3.6852 2.4870
H -3.5879 -4.9097 2.9969
H -1.4318 -4.0218 2.1788
*
```

## Properties
* expectation value of S²: 2.003
* HOMO energy (alpha / beta): -14.39 / -14.36 eV